Entry 1:
9
Properties=species:S:1:pos:R:3:forces:R:3:mulliken_charge:R:1 method="wB97M-V/def2-TZVPD" max_force_ev_per_a=4.54 total_energy_ha=-548.33272 e_above_lowest_kj_mol=537.68 lumo_energy_ev="-5.480 / -5.811" gap_ev="8.2 / 8.0" charge=+1
C -0.342 0.404 0.541 0.36 -4.40 1.04 -0.430
N 1.220 -2.748 0.444 -0.11 1.61 -0.55 -0.287
N -0.265 1.368 -0.465 -1.58 3.70 -0.59 -0.361
S 1.004 -1.346 -0.116 -0.47 1.05 0.61 0.285
H -1.340 0.493 1.016 0.67 -0.48 -0.08 0.370
H 0.481 -3.420 0.516 -0.65 -0.54 0.43 0.300
H -1.114 1.534 -1.084 1.00 -0.44 0.60 0.369
H 0.565 1.507 -1.002 1.10 -0.79 -0.84 0.350
H -0.210 2.208 0.151 -0.33 0.29 -0.63 0.404

=====

Entry 2:
9
Properties=species:S:1:pos:R:3:forces:R:3:mulliken_charge:R:1 method="wB97M-V/def2-TZVPD" max_force_ev_per_a=4.35 total_energy_ha=-548.41960 e_above_lowest_kj_mol=309.57 lumo_energy_ev="-5.278 / -5.276" gap_ev="8.3 / 8.3" charge=+1
C -0.160 0.044 -0.279 2.30 3.55 1.03 -0.324
N -0.779 1.349 -2.160 -0.36 -0.87 -0.41 -0.419
N 0.383 -0.400 1.011 2.44 -1.87 -2.07 -0.282
S 0.088 1.573 -0.950 -0.60 -3.06 1.71 0.299
H -0.600 -0.718 -0.813 -1.07 -1.25 -1.32 0.313
H -0.873 2.169 -2.665 -0.20 2.11 -1.63 0.300
H -0.180 -1.243 1.096 -0.16 0.09 1.60 0.382
H 0.394 0.288 1.713 -0.95 0.82 1.63 0.354
H 1.399 -0.759 1.032 -1.41 0.48 -0.53 0.377

=====

Entry 3:
9
Properties=species:S:1:pos:R:3:forces:R:3:mulliken_charge:R:1 method="wB97M-V/def2-TZVPD" max_force_ev_per_a=2.89 total_energy_ha=-548.51013 e_above_lowest_kj_mol=71.87 lumo_energy_ev=-4.260 gap_ev=9.8 charge=+1
N -0.338 -1.151 0.867 1.22 -0.87 0.99 -0.370
C -0.165 0.016 0.243 1.65 -0.90 -0.08 0.152
N 0.877 0.569 -0.362 -0.60 -1.94 0.06 -0.229
S 0.869 2.246 -0.742 0.02 0.87 -0.04 -0.014
H -1.103 -1.046 1.574 0.90 -0.90 -1.06 0.294
H 0.388 -1.949 1.030 -1.70 2.28 -0.48 0.303
H -1.049 0.553 0.273 -1.40 1.70 0.12 0.350
H 1.651 -0.039 -0.614 0.26 0.37 0.32 0.308
H 1.803 2.306 -1.725 -0.35 -0.61 0.17 0.207

=====

Entry 4:
10
Properties=species:S:1:pos:R:3:forces:R:3:mulliken_charge:R:1 method="wB97M-V/def2-TZVPD" max_force_ev_per_a=6.18 total_energy_ha=-946.65837 e_above_lowest_kj_mol=242.48 lumo_energy_ev=-5.273 gap_ev=8.8 charge=+1
N -0.437 -1.200 0.165 -2.03 5.83 0.14 -0.510
C -0.395 0.460 -0.330 0.16 -3.83 -0.49 0.614
N 0.002 0.616 -1.649 -0.65 -2.47 4.96 -0.307
S -0.953 1.725 0.703 0.31 -0.57 -0.54 0.041
S -0.980 0.872 2.645 -0.79 0.96 0.48 -0.177
H 0.408 -1.655 -0.064 1.31 -0.36 -0.02 0.288
H -0.730 -1.254 1.190 0.89 0.19 -1.92 0.278
H 0.230 -0.279 -2.026 0.18 -0.52 -0.57 0.248
H -0.207 1.288 -2.322 -0.51 1.94 -0.61 0.251
H -1.898 1.790 3.288 1.12 -1.17 -1.42 0.273

=====

Entry 5:
9
Properties=species:S:1:pos:R:3:forces:R:3:mulliken_charge:R:1 method="wB97M-V/def2-TZVPD" max_force_ev_per_a=1.11 total_energy_ha=-205.37660 e_above_lowest_kj_mol=38.04 lumo_energy_ev=0.845 gap_ev=10.0
N -1.042 -0.670 -0.636 -0.25 -0.34 -0.03 -0.662
C -0.102 -0.069 -0.037 0.09 0.46 -0.61 0.510
N 1.138 -0.673 0.055 0.37 0.07 0.28 -0.456
N -0.144 1.262 0.427 -0.03 -0.07 1.10 -0.520
H -1.894 -0.124 -0.697 0.09 0.13 0.03 0.206
H 1.887 -0.150 0.474 -0.05 0.18 -0.06 0.190
H 1.437 -1.172 -0.765 -0.25 -0.24 0.02 0.244
H -1.037 1.507 0.836 -0.27 -0.10 -0.43 0.255
H 0.510 1.447 1.181 0.30 -0.08 -0.30 0.234

=====

Entry 6:
9
Properties=species:S:1:pos:R:3:forces:R:3:mulliken_charge:R:1 method="wB97M-V/def2-TZVPD" max_force_ev_per_a=5.18 total_energy_ha=-205.19514 e_above_lowest_kj_mol=514.47 lumo_energy_ev=0.933 gap_ev=10.6
C -0.756 0.154 0.695 -0.52 2.25 -4.64 -0.831
N -0.332 -0.636 -0.659 -1.64 0.65 3.88 0.002
N 0.619 -0.079 -1.485 1.48 3.75 -1.00 -0.272
N 1.061 -0.990 -0.485 -0.18 -2.54 -1.96 -0.327
H -1.726 0.634 0.433 0.65 -0.12 0.02 0.276
H -1.018 -0.546 1.379 -0.17 -2.33 2.14 0.344
H -0.102 0.974 1.079 0.15 -0.85 -0.51 0.310
H 0.912 0.957 -1.231 -0.90 -2.31 -0.24 0.233
H 1.340 -0.470 0.274 1.13 1.50 2.30 0.265